Density functional theory data (wB97M-V/def2-TZVPD) for a cluster of 11 separate species, H20NO13 in total.

XYZ file:
```
34
Properties=species:S:1:pos:R:3:forces:R:3
N 0.0216 -0.3117 -0.4030 1.47 2.39 1.96
O -0.8474 0.5603 -0.8250 1.01 -2.36 0.36
O -0.0154 -0.7277 0.8180 -0.47 0.62 -2.52
O 1.0736 -0.4717 -1.0430 -1.33 -0.72 -0.16
O -0.4614 0.7063 3.6580 1.14 -0.96 1.67
H -0.4894 1.0813 2.8030 -1.25 0.97 -1.67
H 0.4836 0.4563 3.6080 -0.37 -0.27 0.86
O 2.4526 2.4793 -1.5340 2.76 4.59 3.37
H 2.0296 2.6973 -0.7000 -0.08 -0.05 -0.11
H 1.9596 1.8843 -1.9740 -2.65 -3.34 -2.18
O -3.4054 -0.6087 -0.0910 0.78 0.82 0.95
H -3.6634 -0.2397 0.7880 0.48 -0.46 -1.10
H -2.6144 -0.0607 -0.3810 -1.41 -0.83 0.56
O -1.2854 1.9303 1.4490 -0.07 3.01 2.71
H -1.2004 1.3583 0.7510 0.08 -2.54 -3.04
H -0.5884 2.5753 1.2810 -0.21 0.14 0.11
O 3.0806 -2.1687 0.8020 3.67 -1.62 3.37
H 2.4026 -2.7777 0.7850 -2.49 -1.52 -0.38
H 2.9576 -1.4777 0.2510 -1.29 3.22 -2.95
O -1.2964 -0.8087 -3.4100 -2.77 -0.93 -5.90
H -1.6644 -1.6807 -3.3710 0.10 -0.46 0.65
H -0.8624 -0.5427 -2.6960 2.70 1.34 5.12
O 2.0316 0.1293 2.8440 -1.72 0.27 -2.58
H 1.5716 -0.2027 1.9870 0.71 0.80 1.83
H 2.6616 -0.5497 2.9510 1.34 -1.28 0.42
O -0.9844 -2.5757 2.4990 1.22 -1.75 -4.02
H -1.1844 -2.0617 3.2050 -0.97 2.49 3.52
H -0.7444 -1.9037 1.8050 -0.42 -1.01 0.79
O 2.6096 0.6863 -2.9980 0.26 -2.46 -1.23
H 2.2086 -0.2147 -2.9540 0.25 1.08 -0.01
H 3.5446 0.5263 -2.7940 -0.40 0.31 0.03
O -3.4654 0.9083 -2.2610 -6.49 5.39 3.12
H -3.6104 0.1023 -2.5070 -0.17 -7.13 -2.32
H -2.7064 1.3043 -2.3440 6.61 2.24 -1.21
```
Forces are in eV/Å.

Its energy relative to the best compared isomer or geometry (same formula, charge and spin) is 370.7 kJ/mol. Its charge is -1.

***

Density functional theory data (wB97M-V/def2-TZVPD) for a structure of composition C31H25CaClN7O3S.

XYZ file:
```
69
Properties=species:S:1:pos:R:3:forces:R:3
Ca -0.1937 0.1966 0.9954 1.21 0.89 -0.84
Cl -6.1773 -3.8935 0.7639 0.08 0.06 0.03
C -4.7930 -2.9380 1.2044 -0.23 0.11 0.15
C -4.9341 -1.8944 2.1293 -0.08 -0.01 0.03
C -3.8500 -1.1362 2.4996 -0.02 -0.01 -0.01
C -2.5665 -1.3550 1.9514 0.48 0.03 0.24
O -1.5378 -0.6397 2.3416 -1.45 -0.91 0.71
C -2.4472 -2.4074 0.9981 0.26 -0.14 -0.18
C -1.2015 -2.7431 0.3279 -0.11 -0.10 0.20
N -0.1763 -1.9715 0.2612 0.36 -0.65 -0.66
C 0.9751 -2.2949 -0.5155 -0.24 0.24 0.52
C 0.9795 -3.1175 -1.6039 0.00 -0.22 -0.33
C 2.1583 -3.3299 -2.3609 -0.19 -0.05 -0.01
C 3.3214 -2.7100 -2.0215 0.07 0.03 0.02
C 3.3522 -1.8332 -0.9091 0.18 0.02 0.04
C 4.5258 -1.1534 -0.5096 0.11 -0.09 -0.15
C 4.4935 -0.3141 0.5629 0.03 0.08 0.09
C 3.2702 -0.1260 1.2323 -0.15 0.01 -0.07
N 2.1502 -0.7246 0.8973 0.28 -0.41 -0.37
C 2.1840 -1.6030 -0.1612 -0.29 0.00 0.38
C -3.5687 -3.1969 0.6654 0.29 -0.11 -0.16
H -5.9110 -1.7021 2.5588 0.07 0.00 -0.02
H -3.9543 -0.3415 3.2295 -0.02 -0.04 -0.04
H -1.1750 -3.7264 -0.1529 -0.06 0.00 -0.01
H 0.0634 -3.6103 -1.9138 0.08 0.04 0.00
H 2.1218 -3.9897 -3.2202 -0.02 0.04 0.08
H 4.2278 -2.8695 -2.5960 -0.06 0.02 0.06
H 5.4459 -1.3119 -1.0652 -0.10 0.01 0.04
H 5.3765 0.2174 0.8951 -0.06 -0.04 -0.01
H 3.2107 0.5767 2.0585 0.00 -0.02 -0.01
H -3.4557 -4.0133 -0.0423 0.00 0.07 0.05
C -2.2421 3.1369 4.9730 0.01 -0.11 -0.17
O -2.0963 2.9395 3.5538 -0.07 0.07 0.28
C -1.1205 2.1855 3.0846 0.18 -0.04 -0.30
O -0.9544 2.1097 1.8699 -0.17 0.81 0.81
N -0.3096 1.5676 3.9933 0.08 0.03 -0.36
N 0.6465 0.6595 3.4904 -0.40 -0.07 -0.04
H -3.0263 3.8712 5.0886 -0.09 0.09 -0.03
H -1.3181 3.5128 5.4067 0.05 0.04 0.01
H -2.5516 2.2107 5.4570 -0.02 -0.04 0.02
H -0.6737 1.3948 4.9123 -0.08 -0.09 0.19
H 0.2492 -0.2812 3.4825 -0.14 0.01 0.23
H 1.4453 0.6677 4.1050 0.20 0.12 0.00
S 3.1303 3.6484 -0.0992 0.18 0.07 0.18
C 1.7258 2.8803 0.5265 -0.19 -0.08 -0.21
N 1.2252 1.9164 -0.1833 0.64 0.35 -0.44
C 2.0079 1.7258 -1.3393 -0.43 -0.33 0.37
C 1.7678 0.7602 -2.3225 -0.05 -0.01 0.00
C 2.6449 0.6577 -3.3801 0.00 0.04 -0.05
C 3.7610 1.5050 -3.4762 0.00 0.00 0.04
C 4.0101 2.4641 -2.5147 -0.05 0.01 -0.01
C 3.1162 2.5607 -1.4438 0.09 0.17 -0.12
H 1.2879 3.2074 1.4650 0.04 -0.06 -0.17
H 0.9119 0.0977 -2.2450 0.02 0.06 -0.01
H 2.4708 -0.0869 -4.1490 0.02 0.06 0.06
H 4.4355 1.4069 -4.3194 -0.06 0.01 0.07
H 4.8682 3.1225 -2.5932 -0.09 -0.06 0.02
N -3.0376 -1.7553 -4.9048 0.09 0.26 0.28
C -2.8034 -0.9266 -4.1407 0.00 0.10 -0.02
C -2.4787 0.1101 -3.1803 -0.16 -0.32 -0.41
C -2.5824 1.4594 -3.4911 -0.07 0.05 -0.21
C -2.2364 2.3851 -2.5263 -0.04 0.08 -0.08
C -1.7846 1.9325 -1.3025 0.04 -0.36 0.29
N -1.6702 0.6267 -0.9914 -0.16 0.30 -0.52
C -2.0308 -0.2588 -1.9239 0.15 0.12 0.37
H -2.9299 1.7685 -4.4687 0.01 -0.01 0.03
H -2.3100 3.4478 -2.7168 0.00 -0.06 0.00
H -1.5024 2.6333 -0.5265 0.02 -0.05 0.02
H -1.9593 -1.3074 -1.6702 0.04 -0.01 0.07
```
Forces are in eV/Å.

Its charge is +1.

***

Density functional theory data (wB97M-V/def2-TZVPD) for a cluster of 4 separate species, C2H11O4 in total.

XYZ file:
```
17
Properties=species:S:1:pos:R:3:forces:R:3
C 0.5971 -0.7937 0.7954 0.33 0.97 -0.83
O 0.1601 0.3250 0.0467 0.24 -1.03 1.30
C 1.3130 -1.8575 -0.0621 0.10 0.67 -0.04
H -0.3017 -1.2354 1.3138 0.70 -0.04 -0.06
H 1.3875 -0.5609 1.5628 -0.84 0.28 0.11
H 1.1853 -2.8401 0.4170 0.10 0.00 -0.67
H 2.3824 -1.6211 -0.2103 -0.27 -0.12 0.51
H 0.9330 -1.6998 -1.0690 -0.49 -0.84 -0.17
H -1.6967 2.0272 1.7139 0.60 -0.69 -0.70
H -0.3797 1.0254 1.5722 -0.64 0.37 -1.68
O -0.9289 1.6149 2.1189 -0.23 0.74 2.26
H -1.8348 -1.2665 -0.1167 -0.54 -0.03 0.59
H -1.5338 -0.6110 -1.2905 0.83 1.10 -0.94
O -2.3266 -0.8911 -0.8566 -0.40 -0.90 0.43
H 2.1631 1.8036 -1.7795 -1.16 -0.42 0.37
H 0.6658 1.2329 -1.0990 2.43 -0.47 -1.40
O 1.2915 1.4078 -1.9857 -0.76 0.42 0.93
```
Forces are in eV/Å.

Its energy relative to the best compared isomer or geometry (same formula, charge and spin) is 127.2 kJ/mol. Its charge is -1.

***

Density functional theory data (wB97M-V/def2-TZVPD) for a cluster of 7 separate species, C43H46IN2 in total.

XYZ file:
```
92
Properties=species:S:1:pos:R:3:forces:R:3
C 1.2393 1.9870 0.7257 0.30 0.13 -0.97
C 1.7477 3.4843 1.2709 -1.33 -1.55 -0.23
C 1.4585 4.5309 0.0457 1.16 0.37 0.18
I 1.1915 6.5221 1.0202 -0.12 -0.89 -0.44
C 2.7741 4.7512 -0.9689 0.00 -0.85 0.28
C 3.8132 3.4951 -0.9934 2.02 4.54 -4.29
C 5.0473 3.8188 -2.0827 -5.14 2.94 2.09
C 4.8216 5.2810 -2.7757 0.73 -0.90 0.05
N 3.7610 6.3006 -2.5455 2.43 -5.29 0.97
N 2.7586 6.0502 -1.6655 2.25 -3.97 0.87
H 0.0523 1.8884 0.7577 2.70 0.17 0.19
H 1.5159 1.8877 -0.4308 -0.55 0.16 2.34
H 1.7916 1.0980 1.2589 -1.33 1.76 -0.85
H 2.8561 3.4369 1.6424 -2.04 0.38 -0.89
H 1.0588 3.7012 2.2182 1.62 -0.05 -2.22
H 0.4721 4.2800 -0.5513 2.16 0.56 1.15
H 3.7410 2.4903 -0.3996 -0.10 2.29 -1.15
H 5.9327 3.0682 -2.2943 -1.94 2.03 0.21
H 5.6383 5.5750 -3.5968 -2.13 -0.48 2.04
H 3.7621 7.2103 -3.0870 -0.13 -1.41 0.95
C 2.3611 1.7422 7.1880 0.03 0.13 -0.15
C 1.9790 1.3548 5.9040 0.04 0.10 0.02
C 2.1412 2.2326 4.8326 0.11 0.11 0.22
C 2.6954 3.4954 5.0439 -0.04 -0.19 0.14
C 3.0810 3.8814 6.3274 -0.05 -0.11 -0.02
C 2.9101 3.0070 7.4003 -0.05 -0.06 -0.20
H 2.2313 1.0591 8.0233 0.02 0.11 -0.14
H 1.5535 0.3682 5.7384 0.06 0.16 0.03
H 1.8372 1.9330 3.8334 0.02 -0.01 0.11
H 2.8265 4.1778 4.2083 -0.02 -0.03 0.11
H 3.5144 4.8649 6.4916 -0.08 -0.16 -0.02
H 3.2056 3.3101 8.4009 -0.04 -0.04 -0.15
C -3.5174 0.2328 -1.2688 0.09 -0.09 0.10
C -4.3879 -0.4827 -0.4471 0.15 -0.03 -0.01
C -3.8924 -1.4738 0.3997 0.14 0.11 -0.10
C -2.5238 -1.7428 0.4320 -0.08 0.11 -0.09
C -1.6529 -1.0247 -0.3870 -0.14 0.04 0.00
C -2.1496 -0.0399 -1.2406 -0.16 -0.08 0.16
H -3.9044 1.0028 -1.9311 0.04 -0.12 0.09
H -5.4535 -0.2683 -0.4673 0.17 -0.04 -0.01
H -4.5717 -2.0357 1.0349 0.11 0.07 -0.07
H -2.1369 -2.5118 1.0954 -0.06 0.11 -0.10
H -0.5862 -1.2333 -0.3605 -0.14 0.02 0.02
H -1.4715 0.5155 -1.8825 -0.07 -0.06 0.04
C -0.5683 7.3690 -2.7199 -0.07 -0.15 -0.07
C -1.8629 7.6468 -3.1575 0.08 -0.12 -0.01
C -2.6971 6.6094 -3.5732 0.19 -0.09 0.07
C -2.2394 5.2918 -3.5418 0.05 0.11 0.05
C -0.9460 5.0137 -3.1006 -0.08 0.20 0.00
C -0.1087 6.0521 -2.6937 -0.34 -0.04 -0.15
H 0.0826 8.1781 -2.3992 -0.10 -0.09 0.00
H -2.2219 8.6728 -3.1754 0.06 -0.17 0.00
H -3.7034 6.8268 -3.9205 0.16 -0.04 0.07
H -2.8909 4.4827 -3.8611 0.10 0.13 0.04
H -0.5900 3.9867 -3.0746 -0.06 0.09 -0.04
H 0.9008 5.8356 -2.3552 -0.59 0.13 -0.21
C 3.6397 -3.5264 0.5542 -0.05 0.15 -0.10
C 4.4482 -2.3906 0.5852 -0.08 0.01 -0.05
C 4.0904 -1.2588 -0.1468 -0.23 -0.18 -0.01
C 2.9177 -1.2595 -0.9026 0.09 -0.16 0.16
C 2.1072 -2.3940 -0.9305 0.09 0.01 0.06
C 2.4699 -3.5291 -0.2059 0.10 0.19 0.04
H 3.9206 -4.4095 1.1221 -0.04 0.14 -0.09
H 5.3584 -2.3878 1.1796 -0.14 -0.01 -0.10
H 4.7241 -0.3763 -0.1278 -0.01 -0.10 0.02
H 2.6362 -0.3758 -1.4692 0.00 -0.11 0.01
H 1.1925 -2.3938 -1.5183 0.15 -0.03 0.05
H 1.8411 -4.4147 -0.2323 0.09 0.12 0.02
C 2.1177 -6.3043 -2.6716 -0.12 -0.13 -0.05
C 2.6966 -7.3813 -3.3423 -0.15 -0.02 0.03
C 1.9072 -8.4570 -3.7479 -0.10 0.16 0.09
C 0.5359 -8.4512 -3.4911 0.12 0.15 0.05
C -0.0436 -7.3724 -2.8238 0.12 0.00 -0.01
C 0.7474 -6.3009 -2.4100 0.15 -0.18 -0.12
H 2.7338 -5.4677 -2.3527 -0.07 -0.11 -0.06
H 3.7640 -7.3826 -3.5484 -0.17 -0.01 0.04
H 2.3597 -9.2991 -4.2645 -0.07 0.13 0.07
H -0.0803 -9.2872 -3.8115 0.09 0.13 0.05
H -1.1125 -7.3672 -2.6252 0.17 -0.01 -0.03
H 0.2966 -5.4632 -1.8852 0.01 -0.09 -0.07
C -7.5178 -6.5307 1.5401 0.02 0.19 0.04
C -6.8145 -5.7880 0.5923 -0.06 0.06 0.12
C -6.6292 -4.4181 0.7760 -0.09 -0.09 0.17
C -7.1394 -3.7921 1.9138 0.00 -0.22 -0.06
C -7.8394 -4.5356 2.8635 0.05 -0.06 -0.11
C -8.0327 -5.9039 2.6751 0.12 0.10 -0.14
H -7.6649 -7.5978 1.3949 0.02 0.16 0.02
H -6.4111 -6.2771 -0.2909 -0.08 0.08 0.13
H -6.0870 -3.8384 0.0340 -0.06 -0.08 0.07
H -6.9909 -2.7254 2.0595 -0.04 -0.12 -0.01
H -8.2355 -4.0480 3.7509 0.05 -0.08 -0.15
H -8.5829 -6.4818 3.4125 0.08 0.08 -0.10
```
Forces are in eV/Å.

Its charge is +1.

***

no.,E_tot (eV),E_HOMO (eV)
1,-28429.5817,-7.30
2,-90921.9197,-10.01
3,-10442.5707,-4.11
4,-56402.9437,-10.46